Density functional theory data (ωB97M-V with the def2-TZVPD basis set) for 10 unconnected molecules or ions with the total composition C30H73N10O11PSi at a distorted geometry.

```
126
Properties=species:S:1:pos:R:3:forces:R:3
C -3.321992 -3.236961 0.719923 -1.3 -0.2 -0.2
C -4.658660 -3.932317 0.262314 0.4 0.6 -0.8
P -6.160556 -3.109830 1.024203 0.0 -0.5 1.1
C -7.524764 -4.413732 1.188084 0.6 0.2 -0.3
Si -6.976006 -1.645330 -0.424395 0.3 0.1 -0.4
O -6.737926 -0.054668 0.262837 -0.9 -1.4 -0.4
N -5.443576 0.032805 0.728044 1.0 0.8 -0.1
O -4.650338 -0.037107 -0.143952 -0.1 -0.1 0.5
H -3.458170 -2.841033 1.737720 0.4 -0.3 -0.2
H -2.529108 -3.990060 0.646837 0.1 0.6 0.2
H -3.115680 -2.375398 0.069341 0.2 -0.4 0.2
H -4.735745 -3.820450 -0.837906 0.1 -0.4 0.4
H -4.579170 -5.009573 0.476711 -0.5 0.4 0.1
H -7.149210 -5.329078 0.700942 -0.4 0.2 0.3
H -8.465727 -4.100995 0.713512 0.3 -0.1 0.2
H -7.671294 -4.565787 2.267688 -0.1 -0.1 -0.5
H -8.389354 -1.953593 -0.668458 -0.3 0.5 0.2
H -6.286805 -1.704924 -1.719144 0.1 0.1 -0.2
C -6.191469 4.246435 -1.340022 -0.5 0.3 -0.4
N -6.657453 3.912066 -2.677084 0.3 -0.4 0.0
C -6.229429 2.916063 -3.494749 -0.3 0.2 -0.2
C -5.130920 2.018703 -2.986408 0.0 -0.1 0.0
O -6.729941 2.767351 -4.601257 0.1 -0.1 0.0
H -7.034046 4.177881 -0.649266 0.2 0.0 0.2
H -5.822047 5.270037 -1.342306 0.1 -0.1 0.3
H -5.400803 3.584614 -1.004522 0.0 0.0 -0.1
H -7.391923 4.470019 -3.080951 0.0 0.0 0.0
H -4.898254 1.275636 -3.744742 -0.1 0.1 0.0
H -4.231114 2.601205 -2.782611 0.0 -0.1 0.2
H -5.453921 1.501803 -2.082098 0.1 0.1 0.1
C 0.798749 -4.598680 -3.352983 0.2 -0.6 0.6
N 0.631027 -4.339101 -1.925948 -0.4 0.3 0.0
C -0.107480 -3.374832 -1.321027 0.2 -0.2 0.3
C -0.872272 -2.423341 -2.203749 -0.1 0.1 0.1
O -0.139444 -3.299139 -0.097937 0.0 0.0 0.0
H 0.457433 -5.615656 -3.553785 0.0 0.1 -0.2
H 1.853098 -4.524476 -3.593051 0.0 0.1 -0.2
H 0.241971 -3.902423 -3.965397 0.0 0.1 0.1
H 1.113486 -4.935817 -1.272222 0.1 0.1 0.0
H -1.410903 -1.714958 -1.579532 0.1 -0.1 0.1
H -0.186643 -1.869655 -2.846810 -0.1 -0.1 -0.1
H -1.593541 -2.969996 -2.812877 0.1 0.1 -0.1
C -1.412428 7.411507 -0.599224 -0.1 -0.3 -0.4
N -2.573638 6.562857 -0.421425 -0.1 0.2 0.3
C -3.469077 6.572990 0.600645 -0.2 -0.2 0.0
C -3.257795 7.578262 1.701608 0.0 0.0 0.1
O -4.404965 5.784796 0.605884 0.1 0.1 0.1
H -1.516427 7.957663 -1.540374 0.1 0.1 0.1
H -0.522612 6.781404 -0.652439 0.1 0.2 0.1
H -1.299500 8.117242 0.216450 0.0 -0.1 0.1
H -2.771902 5.866914 -1.121869 0.0 0.0 0.0
H -4.047211 7.465326 2.440143 0.0 -0.1 -0.1
H -2.295438 7.410045 2.188651 0.1 0.2 -0.1
H -3.299084 8.592299 1.300478 0.1 0.0 0.1
C 3.212733 9.460670 1.125020 -0.1 -0.3 -0.3
N 2.052928 8.602062 1.271162 -0.1 0.1 0.2
C 1.138258 8.595485 2.276643 -0.3 -0.1 0.0
C 1.326107 9.591516 3.387747 -0.3 -0.3 -0.2
O 0.207448 7.798832 2.255056 0.0 0.0 0.0
H 3.125302 10.019420 0.190747 0.2 0.1 0.1
H 4.110030 8.839925 1.080103 0.1 0.2 0.0
H 3.303204 10.158661 1.952431 -0.1 -0.1 0.0
H 1.872352 7.913067 0.558903 0.0 0.0 0.0
H 0.525818 9.469715 4.113835 0.0 -0.1 -0.1
H 2.273827 9.423310 3.885209 0.1 0.2 0.0
H 1.287264 10.607415 2.994710 0.2 0.0 0.1
C 3.847562 12.390317 8.111068 -0.4 0.3 -0.2
N 3.406116 12.071406 6.766583 0.2 -0.3 0.0
C 3.855745 11.089402 5.944199 -0.2 0.1 -0.2
C 4.953657 10.193615 6.455514 0.0 -0.1 0.0
O 3.371207 10.952797 4.828512 0.3 0.1 0.2
H 2.998520 12.307533 8.791979 0.1 0.0 0.2
H 4.213293 13.418622 8.129362 0.1 -0.1 0.2
H 4.637535 11.725429 8.444403 0.0 0.0 -0.1
H 2.673163 12.629655 6.358874 0.0 0.0 0.0
H 5.202436 9.464164 5.689534 -0.1 0.1 0.0
H 5.845950 10.779433 6.680372 0.0 -0.1 0.1
H 4.622565 9.660834 7.348052 0.1 0.1 0.1
C 5.054597 -2.366663 -7.062568 -0.2 -0.3 -0.3
N 3.828973 -3.109174 -6.833737 0.0 0.2 0.3
C 3.007952 -3.063268 -5.752469 -0.2 -0.2 -0.2
C 3.384379 -2.132584 -4.628836 0.0 0.0 0.1
O 2.004100 -3.759627 -5.707802 0.2 0.2 -0.4
H 4.942643 -1.769170 -7.969811 0.2 0.1 0.1
H 5.875105 -3.071948 -7.205448 0.1 0.2 0.1
H 5.290998 -1.711638 -6.230215 0.0 -0.1 0.0
H 3.516824 -3.750245 -7.545253 0.0 0.0 0.0
H 2.639187 -2.203690 -3.839511 0.0 -0.1 -0.1
H 4.356485 -2.413323 -4.218255 0.1 0.2 -0.1
H 3.413243 -1.102388 -4.986110 0.2 0.0 0.1
C -1.495521 -7.492904 0.145019 0.3 0.5 0.0
N -1.062875 -7.142545 -1.196695 -0.2 -0.4 -0.3
C -1.371823 -7.755948 -2.367759 0.2 0.3 0.0
C -2.277619 -8.958534 -2.309765 0.0 -0.1 -0.1
O -0.921586 -7.332374 -3.425481 -0.1 -0.2 0.0
H -2.031578 -6.641557 0.572765 -0.1 -0.1 0.1
H -0.616957 -7.700529 0.752855 -0.2 -0.2 0.2
H -2.143655 -8.363131 0.147750 0.1 0.0 -0.1
H -0.453655 -6.345441 -1.309959 -0.2 0.0 0.1
H -2.431478 -9.335522 -3.317395 0.1 0.1 0.0
H -1.821521 -9.746448 -1.708661 -0.1 0.0 0.1
H -3.246158 -8.682814 -1.889944 0.0 -0.1 0.1
C 2.634476 -9.492142 4.791458 -0.5 0.0 0.2
N 1.507204 -9.483411 3.879064 0.2 0.0 -0.3
C 1.520701 -9.377791 2.524486 -0.3 0.0 0.0
C 2.858860 -9.251503 1.843595 0.0 0.0 -0.1
O 0.472023 -9.386802 1.897442 0.1 0.0 0.0
H 2.627939 -10.427389 5.354520 0.2 0.0 0.1
H 2.530872 -8.660526 5.491103 0.2 0.0 0.0
H 3.579210 -9.399606 4.265830 -0.1 0.0 -0.1
H 0.579724 -9.563987 4.263994 0.0 0.0 0.0
H 2.704908 -9.177070 0.770422 -0.1 0.0 0.1
H 3.373546 -8.351864 2.184630 0.1 -0.1 0.0
H 3.471408 -10.131184 2.046433 0.1 0.1 0.0
C 6.299568 -2.658780 0.342477 0.3 0.4 -0.1
N 6.729833 -2.317342 -1.000105 -0.2 -0.3 -0.1
C 6.429133 -2.946640 -2.166175 0.2 0.2 -0.2
C 5.537015 -4.158366 -2.099966 -0.1 0.0 0.0
O 6.875180 -2.527977 -3.224656 -0.1 0.0 0.0
H 5.753508 -1.813798 0.765751 -0.1 -0.1 0.1
H 7.180031 -2.852095 0.958606 -0.1 -0.1 0.1
H 5.660019 -3.535276 0.350138 0.0 0.0 -0.1
H 7.329028 -1.516773 -1.121460 0.0 0.0 0.0
H 5.389249 -4.545856 -3.104842 0.1 0.1 0.0
H 5.998863 -4.937255 -1.491541 -0.1 0.0 0.1
H 4.564651 -3.885366 -1.685429 0.0 -0.1 0.1
```
Positions in Å, forces in eV/Å.

Properties
Multiplicity ... 1
DFT total energy ... -3192.9487 a.u.
LUMO ... 0.0088 hartree
HOMO level ... -7.99 eV
Gap between HOMO and LUMO ... 8.23 eV
SMILES string ... CCP(C)[SiH2]ON=O.CNC(C)=O.CNC(C)=O.CNC(C)=O.CNC(C)=O.CNC(C)=O.CNC(C)=O.CNC(C)=O.CNC(C)=O.CNC(C)=O

Here are the Löwdin charges for atoms 1 to 99, given in e: -0.1657 -0.4753 0.7458 -0.3449 0.4649 -0.3218 -0.1052 -0.0146 0.0585 0.0454 0.0461 0.0554 0.0621 0.0268 0.0086 0.0172 -0.0579 -0.0513 -0.0788 0.0061 -0.5582 -0.0077 0.0150 0.0867 0.0648 0.0704 0.1354 0.0836 0.0845 0.0556 -0.0692 0.0048 -0.5550 -0.0006 0.0050 0.0614 0.0585 0.0761 0.1286 0.0731 0.0808 0.0906 -0.0827 0.0118 -0.5380 -0.0045 0.0177 0.0813 0.0797 0.0572 0.1358 0.0820 0.0693 0.0866 -0.0706 0.0078 -0.5361 -0.0182 0.0102 0.0821 0.0824 0.0712 0.1323 0.0880 0.0558 0.0891 -0.0735 0.0092 -0.5304 -0.0055 0.0065 0.0845 0.0842 0.0728 0.1414 0.0837 0.0862 0.0870 -0.0709 0.0093 -0.5349 0.0067 0.0146 0.0814 0.0839 0.0746 0.1386 0.0735 0.0622 0.0908 -0.0593 0.0274 -0.5399 -0.0101 0.0169 0.0736 0.0575 0.0774 0.1019